Entry 1:
2
Properties=species:S:1:pos:R:3:lowdin_charge:R:1 method="wB97M-V/def2-TZVPD" relative_energy_kcal_mol=138.9 orbital_gap_ev=6.78 max_force_ha_per_bohr=0.0438 lumo_ev=-3.08 homo_energy_ha=-0.36235 total_charge=0
H 0.00000 0.00000 1.19177 0.00
H 0.00000 0.00000 -1.19177 0.00


Entry 2:
51
Properties=species:S:1:pos:R:3:lowdin_charge:R:1 method="wB97M-V/def2-TZVPD" relative_energy_kcal_mol=30.5 orbital_gap_ev="7.58 / 7.58" max_force_ha_per_bohr=0.0752 lumo_ev="-4.10 / -4.10" homo_energy_ha="-0.42926 / -0.42926" total_charge=+1
O -1.35789 -0.78750 -0.49416 -0.17
C -2.29076 -1.46732 0.42707 -0.13
C -2.76966 -2.48212 -0.58508 -0.06
H -3.08310 -0.79172 0.78477 0.14
H -1.75896 -1.93128 1.27052 0.10
C -1.81833 -1.73336 -1.53424 -0.56
H -3.82738 -2.41874 -0.86175 0.13
H -2.47639 -3.50699 -0.33769 0.12
C -2.58886 -1.01077 -2.61269 -0.02
H -3.45186 -0.48434 -2.17841 0.11
H -2.96381 -1.75224 -3.32491 0.11
H -1.93652 -0.32139 -3.15075 0.08
C -0.71895 -2.60348 -2.10309 -0.01
H -0.23550 -3.19599 -1.31583 0.09
H 0.05148 -1.99380 -2.58310 0.07
H -1.17089 -3.28080 -2.84288 0.11
Ti 0.52070 1.66484 -0.15777 0.74
C 2.36103 3.03766 0.23975 -0.20
C 1.97947 3.11020 1.62842 -0.14
C 2.34908 1.88460 2.24212 -0.09
H 1.60941 3.99613 2.13834 0.11
C 2.90863 1.03075 1.26516 -0.08
C 2.85640 1.69322 -0.00176 -0.19
H 3.30655 1.32587 -0.91895 0.11
H 2.50361 3.89936 -0.41020 0.12
H 2.25625 1.67014 3.30091 0.12
H 3.46291 0.11008 1.45721 0.13
C 0.73385 3.18823 -1.99892 -0.11
C 1.28122 1.92233 -2.35290 -0.11
C 0.26020 0.93052 -2.20285 -0.14
H 2.28622 1.71933 -2.72243 0.13
C -0.94310 1.62774 -1.77432 -0.20
C -0.63389 3.01246 -1.64878 -0.18
H -1.33298 3.80828 -1.39273 0.12
H 1.22357 4.16047 -2.08680 0.14
H 0.37787 -0.12378 -2.42257 0.10
H -1.94132 1.20010 -1.69002 0.11
O 0.53444 -0.16467 1.40759 -0.30
C 1.07937 -1.44443 1.06344 -0.18
C 1.05091 -2.31228 2.31046 -0.12
H 2.06123 -1.30866 0.59954 0.12
H 0.39735 -1.87978 0.32262 0.09
C 0.08021 -1.59220 3.25060 -0.14
H 2.02730 -2.47344 2.77087 0.12
H 0.64385 -3.28147 2.02153 0.12
C -0.22797 -0.23297 2.65787 -0.19
H 0.42383 -1.49383 4.27588 0.12
H -0.86835 -2.14674 3.26387 0.11
H 0.06788 0.60569 3.29898 0.10
H -1.28767 -0.09816 2.39748 0.09
Br -1.01069 2.71626 1.31058 0.47


Entry 3:
6
Properties=species:S:1:pos:R:3:lowdin_charge:R:1 method="wB97M-V/def2-TZVPD" relative_energy_kcal_mol=6.8 orbital_gap_ev=12.10 max_force_ha_per_bohr=0.0399 smiles=O.O lumo_ev=0.60 homo_energy_ha=-0.42270 total_charge=0
H -1.54042 -0.58599 0.55628 0.02
H -2.15691 0.83276 0.28115 0.05
H 1.05873 0.12575 0.30759 0.03
H 2.46269 0.76509 -0.00815 0.07
O -1.93636 -0.03543 -0.10861 -0.06
O 1.95834 -0.10677 -0.03350 -0.11